{
  "formula": "C5H12NOS",
  "method": "ωB97M-V/def2-TZVPD",
  "elements": ["C", "C", "C", "C", "S", "N", "C", "O", "H", "H", "H", "H", "H", "H", "H", "H", "H", "H", "H", "H"],
  "xyz": [[1.9910, 1.1883, 0.4657], [0.8620, 0.3192, -0.0293], [-0.5195, 0.6846, 0.5608], [-1.6359, -0.2375, 0.1301], [-3.2541, 0.5905, 0.5925], [1.0844, -1.1209, 0.0681], [2.0590, -1.6402, -1.0231], [2.6556, -0.7596, -1.7951], [2.3574, 0.8422, 1.4340], [2.7397, 1.0651, -0.3302], [1.7790, 2.2622, 0.4920], [0.6952, 0.5446, -1.0929], [-0.5054, 0.8127, 1.6488], [-0.7085, 1.6917, 0.1484], [-1.5461, -1.2776, 0.4316], [-1.7349, -0.2508, -0.9596], [-2.9443, 1.3532, 1.6159], [1.4974, -1.4035, 0.9535], [2.8744, -2.2973, -0.5902], [1.3292, -2.3876, -1.5249]],
  "forces_ev_per_a": [[0.56, 0.16, -0.80], [-1.45, -0.58, -0.01], [0.80, 0.62, -0.17], [-0.72, 0.98, -0.22], [-0.45, -1.12, -0.84], [0.82, 0.11, 0.01], [-0.02, -1.23, -1.00], [-0.56, 0.54, -0.18], [0.10, 0.09, 0.02], [0.28, -0.18, 0.58], [-0.36, -0.01, 0.24], [0.54, -0.32, 0.06], [0.04, -0.27, 0.10], [-0.26, -0.22, 0.28], [-0.09, 0.23, 0.49], [0.28, 0.00, 0.06], [0.62, 0.21, 0.58], [-0.09, 0.53, 0.13], [-0.79, -0.03, 0.85], [0.75, 0.49, -0.19]],
  "lowdin_charge": [-0.08, -0.46, -0.30, -0.52, 0.62, -0.04, -0.56, -0.32, 0.07, 0.06, 0.06, 0.13, 0.10, 0.10, 0.06, 0.06, -0.20, 0.08, 0.07, 0.07],
  "multiplicity": 1,
  "smiles": "C[C@H](CCS)NC[O-]",
  "charge": -1,
  "lumo_energy_ha": 0.1091,
  "e_above_lowest_kj_mol": 245.7
}

{
  "formula": "C14H36BF4N2O5",
  "method": "ωB97M-V/def2-TZVPD",
  "elements": ["B", "F", "F", "F", "F", "C", "C", "N", "H", "H", "H", "C", "C", "N", "H", "H", "H", "C", "C", "O", "H", "H", "H", "H", "H", "H", "C", "C", "O", "H", "H", "H", "H", "H", "H", "C", "C", "O", "H", "H", "H", "H", "H", "H", "C", "C", "O", "H", "H", "H", "H", "H", "H", "C", "C", "O", "H", "H", "H", "H", "H", "H"],
  "xyz": [[0.6714, -0.1518, -0.3383], [-0.6810, -0.7099, -0.4034], [1.5126, -1.2171, -0.3649], [0.8931, 0.7788, -1.2992], [0.7817, 0.4693, 0.9574], [-1.7439, 2.2154, 2.5182], [-3.1888, 2.8832, 2.5809], [-4.1433, 3.3434, 2.6104], [-1.3601, 2.2056, 3.4089], [-2.2221, 1.2532, 2.4595], [-1.1276, 2.6271, 1.7838], [2.1002, -3.1133, -2.9914], [2.5810, -3.4520, -4.4172], [2.9763, -3.6580, -5.4958], [2.3040, -3.8787, -2.5165], [2.5599, -1.9820, -2.7081], [1.0480, -2.9452, -2.6824], [-2.5648, -3.7136, 2.5360], [-1.9900, -2.3400, 2.8030], [-1.6594, -2.3732, 4.1184], [-1.8933, -4.4047, 2.8710], [-2.7455, -3.7181, 1.4648], [-3.4552, -3.8431, 3.1238], [-2.5555, -1.5289, 2.6541], [-1.1581, -2.3400, 1.9238], [-1.1094, -1.6335, 4.4542], [5.8364, 0.2924, 1.3535], [4.3501, 0.1969, 0.9910], [3.9976, -1.0910, 0.4382], [6.1249, 1.0684, 2.1611], [6.5761, 0.3919, 0.5670], [5.9683, -0.5516, 1.7345], [3.9247, 1.1392, 0.4462], [3.7541, 0.4829, 1.9475], [3.1489, -1.0122, 0.1032], [-3.3122, -3.9882, -2.6119], [-2.4841, -2.7153, -2.4480], [-2.7611, -2.4138, -1.0534], [-2.6598, -4.8273, -2.3735], [-3.4414, -4.1420, -3.4822], [-4.0973, -4.2102, -2.0712], [-2.8412, -1.6638, -2.7764], [-1.4066, -2.8177, -2.7731], [-1.9317, -1.9940, -0.9017], [2.8322, 4.9793, 0.2892], [2.1366, 3.5703, 0.0139], [2.0856, 2.9763, 1.3691], [3.7964, 4.7494, 0.7362], [2.0191, 5.5651, 1.0221], [3.0069, 5.6282, -0.5848], [2.8582, 3.1416, -0.4558], [1.1217, 3.6448, -0.3282], [1.7539, 1.9919, 1.2450], [-3.6087, 3.1934, -1.3617], [-2.4256, 2.0894, -1.2866], [-1.2560, 2.5898, -1.1204], [-3.1354, 3.7595, -2.1435], [-3.4895, 3.6351, -0.3827], [-4.4983, 2.4578, -1.4277], [-2.6661, 1.9185, -2.3615], [-2.6395, 1.4070, -0.5756], [-0.4672, 1.7851, -0.9488]],
  "forces_ev_per_a": [[-2.08, -0.86, 2.30], [0.90, 0.85, -0.32], [0.88, -0.89, -0.63], [0.12, 0.64, -0.91], [-0.01, 0.05, -0.48], [-6.84, 0.33, -2.62], [16.16, -5.99, -0.43], [-13.46, 6.19, 0.43], [2.35, 0.57, 5.16], [1.19, -1.25, -1.19], [0.66, 0.13, -1.45], [-0.88, 9.68, -5.18], [-0.96, 0.68, -0.48], [-0.66, 0.26, 2.16], [3.08, -6.84, 5.53], [-0.64, -3.65, -0.38], [0.08, -0.08, -1.59], [-2.21, 2.71, -1.02], [3.34, -3.34, -3.01], [2.03, 0.55, 3.10], [2.00, -1.93, 0.47], [-0.29, -0.71, -0.08], [-0.76, -0.20, 0.03], [-2.72, 2.81, -1.24], [-0.83, 0.68, 2.45], [-0.56, -0.56, -0.77], [-1.09, 7.02, -1.88], [-1.97, 2.84, 0.87], [3.73, 1.44, 1.63], [-0.96, -0.99, -1.35], [-0.30, 0.18, -0.58], [1.74, -7.39, 3.61], [1.07, -1.84, -0.30], [0.90, -1.37, -0.88], [-2.74, 0.06, -0.98], [6.95, 1.97, 6.28], [-2.34, 1.83, 1.08], [1.33, -1.00, 0.01], [0.55, -0.03, 0.41], [-2.44, -1.97, -11.77], [-4.25, 0.25, 2.96], [0.22, -2.14, -1.42], [-1.00, -0.15, 0.77], [0.88, 1.26, 1.76], [-3.51, 0.60, 1.26], [-2.18, 4.28, 5.66], [-0.89, -2.37, -1.33], [-0.16, 0.28, 0.47], [2.66, -1.30, -1.62], [-0.30, -0.48, 0.10], [3.57, -3.64, -3.93], [-0.09, -0.08, -0.92], [0.78, 2.74, 0.32], [1.68, -2.90, 2.32], [-5.34, 1.37, -4.27], [8.42, -0.34, 1.77], [-1.25, 0.83, -0.59], [-0.91, 0.91, 0.14], [1.01, 2.09, -0.48], [0.91, -2.23, 0.26], [-1.22, -2.97, 1.81], [-3.37, 3.42, -1.06]],
  "lowdin_charge": [-1.25, 0.06, 0.16, 0.18, 0.08, 0.03, -0.26, 0.12, 0.00, 0.07, 0.05, -0.04, -0.24, 0.09, -0.05, 0.17, 0.07, -0.08, -0.36, -0.07, 0.04, 0.07, 0.07, 0.06, 0.16, 0.11, -0.08, -0.29, -0.04, 0.11, 0.07, -0.03, 0.12, 0.12, -0.02, -0.05, -0.24, -0.12, 0.10, -0.04, 0.03, 0.14, 0.11, 0.01, -0.09, -0.26, -0.16, 0.05, 0.13, 0.05, 0.02, 0.10, 0.09, -0.07, -0.46, -0.09, 0.06, 0.03, 0.11, 0.10, 0.07, 0.18],
  "multiplicity": 1,
  "charge": -1,
  "lumo_energy_ha": 0.0961,
  "e_above_lowest_kj_mol": 429.8
}